{"formula": "C2H4N4OS", "method": "ωB97M-V/def2-TZVPD", "elements": ["S", "O", "N", "N", "N", "N", "C", "C", "H", "H", "H", "H"], "positions_angstrom": [[-2.29830, -0.00571, 1.08565], [1.07102, 2.68314, 0.68135], [-1.18703, 1.16794, 1.04674], [1.06142, 1.46630, 0.41750], [0.97945, -0.84010, -0.89766], [-0.18807, 0.77122, 0.32892], [-1.37778, -1.14533, 0.22460], [-0.16515, -0.55135, -0.08418], [1.58543, -1.51217, -0.39347], [1.52054, 1.20352, -0.39428], [-1.52803, -2.08392, -0.25124], [0.52651, -1.15352, -1.76394]], "lowdin_charge": [0.962, -0.091, -0.294, -0.120, 0.085, -0.193, -0.336, -0.392, 0.115, 0.091, 0.071, 0.103], "energy_ev": -20976.2977, "relative_energy_kcal_mol": 108.8, "homo_lumo_gap_ev": [8.35, 6.64]}